Record 1
Formula: C33H49GeN2O8S3SeZr
Source: OMol25
Level of theory: the ωB97M-V functional and the def2-TZVPD basis

Computed properties:
- Relative energy (zero: lowest compared OMol25 entry of this formula, charge and spin): 18.6 kcal per mole
- Calculated total energy: -210030.798 eV
- E_HOMO (spin up / spin down): -8.26 / -8.27 eV

Geometry as ORCA input:
```
! RIJCOSX wB97M-V def2-TZVPD def2/J DEFGRID3
* xyz 0 2
Zr 0.02066 0.36973 -0.40590
C 2.80398 0.01507 -3.30688
C 2.19551 -1.24575 -2.71324
C 1.22643 -1.90196 -3.68003
C 3.30252 -2.25796 -2.42295
O 1.49032 -0.89593 -1.47483
Ge 2.36010 -1.37279 0.25268
O 1.76579 0.41930 0.78749
C 2.29155 0.94507 2.04819
C 3.80418 0.83775 2.01273
C 1.68673 0.14155 3.18902
C 1.87187 2.41170 2.10074
O 0.63456 -1.79820 0.77622
C 0.26875 -3.18741 0.95058
C 1.42910 -3.97331 1.55801
C -0.90007 -3.20316 1.92436
C -0.12619 -3.79913 -0.38878
H 3.38527 -0.24095 -4.19270
H 2.04039 0.73536 -3.59515
H 3.47327 0.49169 -2.59155
H 1.76372 -2.23945 -4.56675
H 0.74747 -2.76166 -3.21744
H 0.45233 -1.21470 -4.01419
H 3.71605 -2.59181 -3.37394
H 4.11919 -1.83554 -1.83909
H 2.92317 -3.14060 -1.90360
H 4.16305 -0.19005 2.08930
H 4.19453 1.28373 1.09897
H 4.21199 1.39109 2.86014
H 1.94688 -0.91953 3.11916
H 2.07582 0.51962 4.13674
H 0.60211 0.24164 3.18843
H 2.36360 2.99042 1.31902
H 0.79759 2.51052 1.98162
H 2.14891 2.82576 3.07318
H 1.76807 -3.51282 2.48527
H 1.09439 -4.98524 1.78506
H 2.28342 -4.06142 0.88338
H -0.62066 -2.72691 2.86251
H -1.73690 -2.66219 1.50321
H -1.22121 -4.22531 2.12780
H 0.72353 -3.81558 -1.07347
H -0.45763 -4.82928 -0.24975
H -0.93059 -3.23167 -0.84997
C -6.82533 -4.38072 1.94932
C -5.78455 -3.40312 1.49964
C -4.95173 -2.78448 2.42340
C -3.99658 -1.86298 2.02412
C -3.87946 -1.55471 0.68258
C -4.71281 -2.14307 -0.26317
C -5.64941 -3.07317 0.15019
S -2.74873 -0.32706 0.11376
O -3.54794 0.59468 -0.63978
O -1.68164 -1.01371 -0.69112
N -1.81676 0.19081 1.27583
C -2.25900 1.25001 2.07453
C -3.58159 1.68588 2.13476
C -3.87505 2.73755 2.98445
C -2.86722 3.31599 3.74032
C -1.59075 2.79418 3.61806
N -1.28637 1.78097 2.81887
H -6.44409 -5.02567 2.73931
H -7.15978 -5.00806 1.12570
H -7.69794 -3.85958 2.34490
H -5.04616 -3.02766 3.47360
H -3.34324 -1.39110 2.74665
H -4.63333 -1.86728 -1.30590
H -6.29544 -3.54251 -0.58021
H -4.35630 1.24851 1.52609
H -4.89071 3.10812 3.04547
H -3.05992 4.14919 4.39905
H -0.76751 3.20966 4.18928
C -6.32405 -0.25735 -5.93817
C -5.02083 -0.00544 -5.24142
C -4.43784 1.25620 -5.25182
C -3.21702 1.50443 -4.64376
C -2.65772 2.89210 -4.67920
C -2.55813 0.44169 -3.98008
Se -0.87999 0.95634 -3.25168
C -3.13673 -0.83857 -3.95039
C -2.49747 -2.03664 -3.32195
C -4.35476 -1.03053 -4.58968
H -6.81844 0.67693 -6.19577
H -7.00082 -0.83893 -5.31200
H -6.17099 -0.81942 -6.86146
H -4.94952 2.07283 -5.74315
H -3.30654 3.53530 -5.26829
H -1.66026 2.91325 -5.11801
H -2.55800 3.31430 -3.67496
H -1.69667 -1.77055 -2.64138
H -2.08749 -2.68960 -4.09446
H -3.23637 -2.61979 -2.76955
H -4.79240 -2.02164 -4.57396
O -0.82757 2.19251 -0.15366
S -0.17626 3.43388 -0.91631
O -1.05290 3.76547 -2.00438
O 0.10473 4.44081 0.06080
S 1.46755 2.42018 -1.54349
*
```

Record 2
Formula: C33H50BrClN6O3S
Source: OMol25
Level of theory: the ωB97M-V functional and the def2-TZVPD basis

Computed properties:
- Calculated total energy: -143515.463 eV
- E_HOMO: -8.42 eV
- SMILES: [H]/N=C(/C)Cc1c(Br)cc(CCC)c2nc(C[C@@H](C)O)c(CCCCS(=O)(=O)Cl)nc12.CCCC#N.CCCC#N.CCCC#N

Geometry as ORCA input:
```
! RIJCOSX wB97M-V def2-TZVPD def2/J DEFGRID3
* xyz 0 1
H -4.76431 -0.07838 2.66733
N -5.13826 -0.47392 3.53378
C -4.19220 -0.95537 4.22343
C -4.53240 -1.61199 5.53444
C -2.72884 -0.90109 3.80730
C -2.39979 -1.43639 2.43609
C -2.70383 -2.70218 1.99013
Br -3.57870 -3.99819 3.06879
C -2.35209 -3.16180 0.70066
C -1.66243 -2.33975 -0.16239
C -1.26931 -2.83889 -1.53372
C 0.14724 -3.43318 -1.49619
C 0.18353 -4.84695 -0.91585
C -1.30340 -1.02355 0.25089
N -0.58718 -0.24342 -0.60589
C -0.27720 0.94867 -0.16905
C 0.53264 1.81310 -1.09774
C -0.31882 2.53340 -2.13541
C 0.56987 3.53499 -2.87010
O -0.80914 1.61932 -3.10218
C -0.68828 1.42990 1.11133
C -0.35412 2.81036 1.62028
C 0.66084 2.71042 2.79747
C 2.06052 3.11474 2.32677
C 3.07519 3.21920 3.47382
S 3.14028 1.74094 4.44877
O 2.08484 1.70845 5.40388
O 3.32440 0.62316 3.58552
Cl 4.87807 2.03796 5.50195
N -1.37138 0.68019 1.93378
C -1.68251 -0.58273 1.53004
H -5.20253 -0.98286 6.11290
H -3.63453 -1.76680 6.12491
H -5.02091 -2.56277 5.36753
H -2.13402 -1.45142 4.53464
H -2.41986 0.13475 3.88916
H -2.61284 -4.16650 0.41575
H -2.00879 -3.58160 -1.82509
H -1.32484 -2.01615 -2.23891
H 0.56670 -3.43864 -2.49774
H 0.75311 -2.80355 -0.84805
H -0.24210 -5.55211 -1.62028
H 1.21966 -5.09449 -0.70454
H -0.36970 -4.91266 0.01780
H 1.17618 2.50418 -0.56652
H 1.18356 1.13344 -1.64588
H -1.15113 3.08795 -1.69562
H 0.98851 4.22730 -2.14031
H 1.40657 2.95832 -3.26376
H 0.03532 4.03181 -3.67112
H -1.75373 1.47596 -2.99247
H -0.01656 3.46712 0.82889
H -1.28668 3.18274 2.03398
H 0.65193 1.68497 3.14332
H 0.33602 3.37959 3.58755
H 2.41785 2.41908 1.57343
H 1.99185 4.11811 1.91710
H 4.07273 3.35068 3.06201
H 2.84642 4.06813 4.10876
C 5.77773 4.99716 0.39610
C 5.55803 5.84964 -0.84895
C 4.28072 6.69536 -0.77154
C 3.10133 5.84279 -0.63293
N 2.19140 5.16371 -0.50502
H 4.96975 4.27492 0.52998
H 6.70764 4.43548 0.31624
H 5.83531 5.61836 1.29254
H 5.51313 5.20363 -1.72715
H 6.40886 6.51804 -0.98691
H 4.16454 7.30032 -1.67095
H 4.32035 7.37101 0.08420
C 0.79021 -9.71209 1.70542
C -0.22019 -8.62354 2.04850
C -1.40146 -8.57744 1.07227
C -0.94847 -8.30142 -0.29165
N -0.59903 -8.06934 -1.35423
H 1.24140 -9.54176 0.72713
H 1.59571 -9.73009 2.43928
H 0.31959 -10.69711 1.69733
H 0.28003 -7.65353 2.05701
H -0.60799 -8.79187 3.05449
H -2.10484 -7.79649 1.36378
H -1.93632 -9.52838 1.07295
C -1.77359 3.98409 -6.84660
C -1.18507 2.58182 -6.94928
C -2.25481 1.48319 -6.94432
C -3.02725 1.51749 -5.70429
N -3.63222 1.55247 -4.73657
H -2.31218 4.12085 -5.90783
H -0.98261 4.73318 -6.88288
H -2.46424 4.18343 -7.66840
H -0.49572 2.41607 -6.11930
H -0.60575 2.49768 -7.87046
H -1.79023 0.50092 -7.03144
H -2.94070 1.60651 -7.78391
*
```

Record 3
Formula: C33H50Cl2P2V
Source: OMol25
Level of theory: the ωB97M-V functional and the def2-TZVPD basis

Computed properties:
- Calculated total energy: -104343.127 eV
- E_HOMO (spin up / spin down): -6.81 / -6.38 eV

Geometry as ORCA input:
```
! RIJCOSX wB97M-V def2-TZVPD def2/J DEFGRID3
* xyz 0 2
P 0.06345 -0.98988 -4.26301
C 1.65226 -0.35827 -5.09224
C 1.93200 -0.76578 -6.54399
C 3.33809 -0.32296 -6.97029
C 3.61130 1.16438 -6.71168
C 3.22076 1.61039 -5.29854
C 1.80405 1.15790 -4.91385
C -1.33916 -0.09777 -5.15349
C -1.22028 0.08154 -6.66078
C -2.53387 0.65398 -7.21200
C -2.95136 1.95454 -6.51489
C -2.90929 1.86801 -4.98479
C -1.60733 1.24718 -4.46237
C -0.06452 -2.68291 -5.03907
C 1.14061 -3.54845 -4.62590
C 1.06296 -4.94906 -5.24609
C -0.27445 -5.65431 -4.98510
C -1.48883 -4.76746 -5.28555
C -1.38773 -3.36954 -4.65947
H 2.40868 -0.85349 -4.45242
H 1.19438 -0.30207 -7.21078
H 1.83502 -1.85032 -6.68432
H 3.47709 -0.54772 -8.03462
H 4.07295 -0.92303 -6.41623
H 4.67426 1.37032 -6.87974
H 3.05340 1.76458 -7.44301
H 3.92976 1.18638 -4.57497
H 3.28605 2.70122 -5.21730
H 1.58696 1.45196 -3.87699
H 1.08043 1.67953 -5.55890
H -2.20049 -0.76124 -4.95690
H -3.32146 -0.09849 -7.07699
H -0.98292 -0.86778 -7.16315
H -0.40608 0.78547 -6.88597
H -2.42841 0.82298 -8.29029
H -3.96231 2.22761 -6.83559
H -2.28526 2.76375 -6.84222
H -3.03419 2.86489 -4.54768
H -3.74982 1.25499 -4.63081
H -1.67209 1.10360 -3.37416
H -0.77002 1.93698 -4.64698
H -0.05168 -2.54302 -6.13735
H 2.08873 -3.07941 -4.92402
H 1.16393 -3.62621 -3.52791
H 1.21290 -4.86221 -6.33090
H 1.88816 -5.55940 -4.86213
H -0.31253 -5.96446 -3.93227
H -0.33040 -6.56718 -5.58986
H -2.40473 -5.25474 -4.93390
H -1.58657 -4.65377 -6.37337
H -2.24542 -2.76787 -4.98744
H -1.45388 -3.44488 -3.56330
V -0.24568 0.28270 -0.15615
Cl -2.21746 0.05614 -1.05160
Cl 1.49394 -0.57964 -1.29137
C -0.63479 1.15624 1.79402
H -1.58770 1.00240 2.31922
C -0.40159 2.46332 1.18989
C -1.12588 3.61178 1.55879
C -1.21626 4.68394 0.67854
C -0.61072 4.61593 -0.59240
C 0.14615 3.49995 -0.95558
C 0.35104 2.45956 -0.01895
H -1.63796 3.62683 2.52545
H -1.76707 5.58233 0.96742
H 0.60521 3.43183 -1.93998
H 1.11678 1.67148 -0.21996
H -0.74458 5.44813 -1.28779
C -0.03055 -1.58911 1.44519
P 0.61771 -0.05056 2.18996
C 2.32836 0.41217 1.89276
C 0.54708 -0.32277 3.98754
C 1.49413 -1.19839 4.55519
C 1.48283 -1.44680 5.92760
C 0.53484 -0.82202 6.74578
C -0.38401 0.07354 6.18790
C -0.38411 0.33200 4.81325
H -0.60824 -1.49663 0.48513
H -0.74660 -1.99318 2.17619
H 0.77061 -2.32895 1.31863
H 2.76182 0.68640 2.86185
H 2.41566 1.27859 1.22757
H 2.89737 -0.42693 1.47091
H 2.25094 -1.66703 3.91792
H 2.21714 -2.12676 6.35929
H 0.51572 -1.02911 7.81800
H -1.10546 0.58314 6.83182
H -1.09398 1.03979 4.38493
*
```

Record 4
Formula: C33H50IrOPSbSi
Source: OMol25
Level of theory: the ωB97M-V functional and the def2-TZVPD basis

Computed properties:
- Relative energy (zero: lowest compared OMol25 entry of this formula, charge and spin): 55.4 kcal per mole
- Calculated total energy: -63616.126 eV
- E_HOMO: -9.88 eV

Geometry as ORCA input:
```
! RIJCOSX wB97M-V def2-TZVPD def2/J DEFGRID3
* xyz 1 1
Ir -0.21896 -0.81346 -0.76687
C -2.54313 -3.51061 -2.45725
C -3.23327 -2.18157 -2.14176
P -2.48503 -1.35361 -0.68124
C -3.61208 0.01239 -0.20837
C -5.09115 -0.13852 -0.56883
C -2.66312 -2.62966 0.62504
C -4.07006 -3.12232 0.94706
H -2.90510 -3.90362 -3.40677
H -2.74938 -4.26110 -1.69600
H -1.46215 -3.39662 -2.52353
H -4.30099 -2.33396 -1.96496
H -3.14881 -1.51381 -3.00469
H -3.20916 0.91629 -0.66165
H -3.48023 0.13393 0.87217
H -5.23936 -0.13094 -1.64702
H -5.65970 0.69526 -0.15556
H -5.52214 -1.05949 -0.18206
H -2.18706 -2.22351 1.52139
H -2.02144 -3.45125 0.30106
H -4.68094 -2.33317 1.38327
H -4.02097 -3.93655 1.66982
H -4.58431 -3.50027 0.06434
C -0.87465 -0.99146 3.34573
C -0.09014 0.18726 3.85255
C -0.13121 0.51808 5.20398
C 0.53655 1.62866 5.69512
C 1.26681 2.43354 4.83277
C 1.32508 2.11122 3.48644
C 0.65059 0.99762 2.99426
Sb 1.01159 0.49891 0.94324
C 2.55402 -0.97773 1.32456
C 2.10376 -2.23826 0.73237
C 3.03829 -3.35110 0.77026
C 4.27517 -3.20126 1.31068
C 4.63946 -1.97865 1.88538
C 3.78423 -0.86264 1.92491
C 4.25986 0.38468 2.61958
C 2.05745 2.22146 0.24902
C 3.31366 2.02071 -0.31874
C 3.97371 3.05658 -0.96217
C 3.36334 4.29774 -1.04748
C 2.10916 4.49487 -0.49095
C 1.43276 3.46851 0.16334
C 0.07461 3.72570 0.75635
H -1.11181 -1.68620 4.14945
H -0.33223 -1.53890 2.57319
H -1.81670 -0.64955 2.91026
H -0.70152 -0.10864 5.87762
H 0.48517 1.86482 6.74896
H 1.79258 3.30301 5.20242
H 1.91532 2.73342 2.82371
H 1.18125 -2.56166 1.23653
H 2.71025 -4.29724 0.35878
H 4.97852 -4.02210 1.32123
H 5.62820 -1.88202 2.31726
H 5.32563 0.54054 2.45610
H 4.09509 0.29756 3.69534
H 3.72887 1.26586 2.26945
H 3.78834 1.04812 -0.26234
H 4.95085 2.89174 -1.39498
H 3.86053 5.11436 -1.55176
H 1.63940 5.46706 -0.56799
H -0.27849 4.72026 0.49027
H 0.09229 3.65639 1.84459
H -0.66330 3.00660 0.39634
C -3.08361 1.23570 -3.61213
Si -1.23214 0.98001 -3.43495
C -0.65663 -0.61122 -4.25029
C -0.43258 2.43504 -4.30060
C -0.67686 1.04774 -1.63928
H -3.36056 1.17116 -4.66599
H -3.34222 2.24040 -3.27013
H -3.72220 0.54015 -3.06407
H -1.24438 -0.81230 -5.14835
H -0.72870 -1.48995 -3.61038
H 0.38514 -0.51454 -4.56180
H -0.75073 2.49945 -5.34224
H 0.65572 2.35011 -4.28788
H -0.69714 3.37563 -3.81488
H -1.33479 1.77065 -1.14742
H 0.29458 1.55660 -1.69774
C 2.56686 -1.68808 -1.76302
C 1.50026 -2.00111 -0.73106
O 0.51347 -2.79152 -1.06678
H 3.14936 -2.59424 -1.96693
H 3.23815 -0.90347 -1.41220
H 2.10516 -1.36786 -2.69508
*
```

Record 5
Formula: C33H50N3OP2Sn
Source: OMol25
Level of theory: the ωB97M-V functional and the def2-TZVPD basis

Computed properties:
- Relative energy (zero: lowest compared OMol25 entry of this formula, charge and spin): 20.3 kcal per mole
- Calculated total energy: -65930.359 eV
- E_HOMO (spin up / spin down): -16.50 / -16.42 eV

Geometry as ORCA input:
```
! RIJCOSX wB97M-V def2-TZVPD def2/J DEFGRID3
* xyz 3 1
C -1.91226 -1.82698 -0.80948
C 0.38543 -1.95572 -1.59925
C -2.28760 -2.83085 -1.68437
C -0.05148 -2.83657 -2.60875
C -1.35893 -3.30938 -2.60388
H -3.29116 -3.22094 -1.61983
H 0.70771 -3.17772 -3.31974
H -1.65828 -4.03155 -3.36953
N -0.62468 -1.43257 -0.76881
P -2.64307 0.34218 0.78480
P 2.35136 -0.91300 0.11132
C -3.02904 -1.28889 0.10071
H -3.96968 -1.21700 -0.46179
H -3.24448 -2.00990 0.89723
C 0.37011 2.27223 2.61370
O 0.77144 3.15909 3.22024
C 1.79914 -1.90368 -1.37688
H 2.36611 -1.55256 -2.25453
C 3.76136 0.38882 -0.11765
C 2.90932 -2.61512 0.69302
C -3.54468 1.42862 -0.46980
C -3.42717 0.36208 2.51471
C 3.37094 1.79525 0.37249
H 3.08636 1.78254 1.43190
H 4.27385 2.42125 0.27074
H 2.56321 2.24128 -0.21666
C 4.98619 -0.00224 0.71316
H 4.72886 -0.00420 1.78128
H 5.42342 -0.96826 0.43889
H 5.75750 0.76942 0.56704
C 4.04663 0.46554 -1.61760
H 4.78629 1.26408 -1.78941
H 4.44736 -0.46837 -2.03665
H 3.13250 0.74563 -2.16591
C 3.42067 -2.50927 2.11852
H 2.71700 -1.94900 2.74728
H 3.50470 -3.52711 2.51385
H 4.40021 -2.03300 2.17975
C 1.71653 -3.58985 0.68439
H 0.83919 -3.18039 1.20072
H 1.41971 -3.88649 -0.33001
H 2.02811 -4.50406 1.20812
C 3.96297 -3.10068 -0.31964
H 3.77793 -2.77101 -1.37013
H 4.99312 -2.79450 -0.05992
H 3.92887 -4.20883 -0.36429
C -3.20428 1.76687 3.10575
H -3.40338 1.71168 4.18836
H -2.17399 2.13281 2.96260
H -3.90498 2.49950 2.67654
C -2.67666 -0.67029 3.37482
H -2.76763 -1.69753 2.99332
H -1.60403 -0.42782 3.46547
H -3.10465 -0.64974 4.38913
C -4.93278 0.07221 2.49132
H -5.27064 -0.03910 3.53392
H -5.50080 0.91239 2.07298
H -5.19895 -0.84301 1.94463
C -3.03491 1.05915 -1.87345
H -3.42389 1.81848 -2.57304
H -1.93564 1.06518 -1.92774
H -3.40986 0.08172 -2.22200
C -3.15776 2.88307 -0.16153
H -2.06791 3.00180 -0.10187
H -3.53658 3.50581 -0.98418
H -3.61413 3.24269 0.76950
C -5.07952 1.29071 -0.47259
H -5.43097 0.25581 -0.58294
H -5.54850 1.73996 0.41099
H -5.44543 1.85538 -1.34366
Sn 0.09349 -0.28551 1.08991
N 0.20948 1.92256 -0.87763
C 0.41526 2.39892 -1.96010
C 0.90212 2.29769 -3.32758
C 0.84235 3.54447 -3.94546
C 1.27246 1.16330 -4.15399
C 0.94332 3.71275 -5.33377
H 0.63229 4.38298 -3.26966
C 1.37325 1.36120 -5.57193
H 1.45481 0.16116 -3.78192
C 1.20754 2.60461 -6.14603
H 0.81797 4.71468 -5.67377
H 1.58834 0.53158 -6.25120
H 1.27611 2.78349 -7.21052
C 0.69901 -0.25772 6.22014
C 0.92373 -0.31691 4.79741
N 1.15673 -0.37527 3.66049
H 0.00011 0.55348 6.45957
H 1.64967 -0.07674 6.73534
H 0.27827 -1.20677 6.57502
*
```